A 5-piece molecular cluster, C38H53ClF3N5O5S overall in a non-equilibrium geometry. Source: the Open Molecules 2025 dataset; level of theory: the ωB97M-V functional and the def2-TZVPD basis.

Geometry as XYZ:
```
106
Properties=species:S:1:pos:R:3:forces:R:3:lowdin_charge:R:1
C 1.5140 -2.0729 4.1733 -0.494 0.131 0.215 0.13
C 1.1700 -1.1935 3.4336 -0.102 -0.038 -0.064 -0.13
C 0.7617 -0.1188 2.5158 0.463 -0.649 0.083 -0.13
C -0.1325 -0.6589 1.3512 0.199 0.167 1.175 -0.25
C -1.4605 -1.1168 1.9926 -0.032 -0.059 -1.035 -0.22
C -2.4065 -1.7696 1.2030 -0.222 -0.175 0.220 0.00
C -3.6017 -2.1758 1.7732 0.319 0.062 -0.029 -0.03
C -3.8056 -1.9189 3.1179 -0.025 0.058 -0.288 -0.07
C -2.8149 -1.2369 3.8019 -0.297 -0.108 0.382 -0.12
N -1.6643 -0.8347 3.2711 -0.180 -0.026 -0.117 0.14
C 0.6678 -1.8679 0.8099 -0.092 0.252 -0.690 -0.06
C 0.5120 -2.3097 -0.6890 -0.676 -1.028 1.885 -0.41
C -0.3775 -3.5775 -0.6882 0.140 -0.264 0.354 -0.18
C 0.0640 -4.7699 -0.2433 -0.510 0.457 0.063 0.01
C 1.9108 -2.7813 -1.1695 0.181 1.336 -0.825 -0.61
Cl 1.7986 -3.6070 -2.7628 0.013 -0.126 0.068 0.73
C 2.9941 -1.7106 -1.3165 1.210 -0.865 0.101 -0.29
C 4.3840 -2.4012 -1.4211 0.071 0.376 0.244 -0.10
S -0.2767 -1.1210 -1.8093 -0.412 -0.644 -2.068 0.67
O -1.3240 -1.7913 -2.5162 -0.385 0.128 0.618 -0.25
O 0.6734 -0.4999 -2.6810 0.434 0.538 0.909 -0.25
O -1.0235 -0.0555 -0.8901 0.409 -0.670 0.531 -0.15
C -0.3494 0.4565 0.2957 0.338 0.513 0.000 -0.25
C 0.9376 1.1508 -0.1873 -0.009 0.361 0.273 -0.08
C 1.5049 2.3146 0.6455 0.500 0.254 -0.198 -0.18
C 3.0361 2.3417 0.5420 -0.239 -0.784 -0.539 -0.08
C 3.4584 2.6741 -0.8850 -0.026 0.258 0.211 -0.52
O 3.1029 3.6783 -1.4276 0.040 0.190 -0.132 0.13
O 4.2791 1.8058 -1.5138 -0.288 -0.034 -0.038 0.12
C -1.3758 1.5342 0.7527 -0.162 0.218 -0.988 -0.56
F -1.1741 2.0031 1.9798 0.110 -0.154 0.345 0.17
F -2.6277 1.1046 0.6565 -0.305 -0.267 0.392 0.19
F -1.3098 2.5904 -0.0787 0.224 0.220 -0.126 0.16
H 1.5479 -2.8005 4.9492 0.371 -0.097 -0.112 0.03
H 1.6979 0.2525 2.0981 -0.137 0.327 -0.046 0.11
H 0.2559 0.6194 3.1282 0.040 0.225 -0.209 0.11
H -2.2578 -1.9491 0.1500 0.135 0.089 -0.013 0.10
H -4.3349 -2.6843 1.1624 -0.090 -0.018 0.080 0.12
H -4.7079 -2.2411 3.6130 0.021 0.028 0.106 0.09
H -2.9729 -1.0167 4.8520 0.141 0.075 0.036 0.10
H 0.3703 -2.7175 1.4174 0.070 -0.052 -0.004 0.13
H 1.7313 -1.7413 1.0072 -0.022 0.299 0.009 0.11
H -1.4157 -3.5185 -0.9841 0.452 -0.081 -1.616 0.10
H 0.5982 -4.9077 0.6926 1.323 0.069 -0.727 0.08
H -0.1805 -5.6357 -0.8493 -1.100 -0.346 0.927 0.07
H 2.2958 -3.5022 -0.4519 -0.443 -0.226 0.062 0.11
H 3.0540 -1.1039 -0.4104 -0.389 0.177 -0.066 0.08
H 2.8948 -1.1176 -2.2176 -0.457 0.272 0.197 0.06
H 4.7966 -2.3145 -2.4222 -0.128 -0.180 -0.094 0.05
H 4.3565 -3.4469 -1.1155 -0.018 -0.057 -0.093 0.07
H 5.0892 -1.9006 -0.7536 0.050 -0.037 -0.006 0.07
H 0.7090 1.5434 -1.1759 0.061 -0.064 -0.059 0.14
H 1.7223 0.4102 -0.3355 -0.157 -0.220 0.054 0.10
H 1.1502 3.2438 0.2040 -0.147 0.078 0.243 0.11
H 1.2598 2.2961 1.7023 -0.278 -0.016 -0.032 0.10
H 3.4101 1.3401 0.7812 0.170 0.135 0.347 0.11
H 3.4702 3.0721 1.2209 0.065 0.041 -0.043 0.13
H 4.1906 0.9324 -1.1143 0.278 -0.049 0.031 0.09
C -4.9033 -1.6052 7.8211 -0.022 -0.011 0.013 -0.11
C -4.9042 -3.0046 8.4255 -0.063 0.200 -0.020 -0.26
C -3.7796 -3.8904 7.8760 -0.183 0.060 0.043 -0.19
C -3.9074 -4.0644 6.4282 0.112 -0.081 -0.004 -0.22
N -4.0223 -4.1927 5.2932 -0.046 -0.034 0.051 0.17
H -5.0734 -1.6374 6.7436 0.036 -0.022 -0.006 0.06
H -5.6962 -0.9994 8.2586 0.016 0.016 0.009 0.07
H -3.9532 -1.0987 8.0029 0.000 0.007 -0.011 0.08
H -5.8676 -3.4806 8.2351 0.028 -0.067 0.016 0.11
H -4.7920 -2.9318 9.5083 0.042 -0.082 0.002 0.11
H -3.8058 -4.8750 8.3435 0.053 -0.019 -0.022 0.12
H -2.8061 -3.4445 8.0863 0.021 -0.015 -0.020 0.12
C 2.7387 -1.4089 -7.9526 0.082 -0.030 0.002 -0.12
C 1.7323 -1.9538 -6.9479 0.164 -0.037 -0.179 -0.25
C 1.6259 -1.0852 -5.6904 -0.066 -0.192 -0.135 -0.19
C 2.9013 -1.0049 -4.9818 -0.031 0.080 0.091 -0.23
N 3.9048 -0.9511 -4.4257 0.033 0.006 -0.038 0.18
H 3.7510 -1.3961 -7.5434 -0.028 -0.014 0.068 0.07
H 2.7585 -2.0278 -8.8501 -0.024 0.031 -0.020 0.07
H 2.4701 -0.3947 -8.2425 0.051 -0.054 -0.065 0.03
H 2.0074 -2.9736 -6.6685 -0.057 0.009 0.092 0.11
H 0.7474 -2.0054 -7.4149 -0.039 0.037 0.077 0.11
H 0.8849 -1.4889 -5.0002 0.016 0.062 0.066 0.09
H 1.3182 -0.0729 -5.9595 0.009 0.019 0.020 0.11
C -2.1813 2.8576 -7.3482 -0.002 -0.015 0.034 -0.11
C -0.9512 3.0994 -6.4813 -0.204 -0.037 -0.040 -0.26
C 0.3232 3.3264 -7.3037 -0.111 -0.082 0.146 -0.18
C 0.6283 2.1604 -8.1347 0.100 0.049 -0.029 -0.22
N 0.8569 1.2328 -8.7718 -0.125 0.081 0.001 0.17
H -2.0730 1.9543 -7.9500 0.034 0.020 -0.028 0.07
H -3.0672 2.7318 -6.7262 -0.007 0.020 -0.005 0.07
H -2.3588 3.6979 -8.0223 -0.005 -0.008 -0.011 0.08
H -0.8060 2.2478 -5.8137 0.070 0.026 0.023 0.11
H -1.1177 3.9742 -5.8510 0.100 0.014 0.008 0.11
H 1.1730 3.5091 -6.6449 0.042 0.015 -0.047 0.12
H 0.2098 4.1947 -7.9546 0.020 -0.003 -0.022 0.12
C 0.5751 5.3455 2.5795 0.004 -0.070 0.025 -0.09
C -0.4509 4.7602 3.5412 0.066 0.066 -0.161 -0.27
C -0.6431 5.6004 4.8086 0.074 -0.164 -0.099 -0.19
C 0.6072 5.7063 5.5636 -0.053 0.079 0.086 -0.24
N 1.5954 5.7770 6.1432 0.013 -0.023 -0.019 0.14
H 1.5695 5.3860 3.0274 -0.017 0.020 0.032 0.08
H 0.6321 4.7163 1.6937 0.038 0.098 -0.069 0.05
H 0.3060 6.3544 2.2625 -0.026 -0.002 0.012 0.08
H -0.1459 3.7489 3.8178 -0.068 -0.002 0.072 0.10
H -1.4108 4.6757 3.0292 -0.050 -0.017 0.097 0.11
H -1.3963 5.1483 5.4544 -0.009 0.048 0.036 0.12
H -0.9800 6.6060 4.5521 0.007 0.017 0.023 0.12
```
Positions in Å, forces in eV/Å.

Kohn-Sham gap	9.412	eV
energy	-89459.6487	eV
E_LUMO	0.38	eV
SMILES string	C#CC[C@]1(c2ccccn2)C[C@](C=C)([C@@H](Cl)CC)S(=O)(=O)O[C@@]1(CCCC(=O)O)C(F)(F)F.CCCC#N.CCCC#N.CCCC#N.CCCC#N
max |F|	2.25	eV Å⁻¹